# C2H10N2O3

A cluster of 3 separate species, C2H10N2O3 in total at a distorted geometry (ωB97M-V/def2-TZVPD, OMol25).

Structure (ORCA input):
```
! wB97M-V def2-TZVPD RIJCOSX def2/J DEFGRID3
* xyz 0 1
C -2.229 0.249 -1.256
O -0.869 -0.006 -1.103
O -0.708 -1.397 -0.492
N 0.519 -1.877 -0.631
H -2.737 0.292 -0.288
H -2.714 -0.493 -1.897
H -2.279 1.224 -1.744
H 1.248 -1.283 -0.229
H 0.731 -2.146 -1.589
C 1.952 1.392 0.115
O 2.436 0.289 0.205
H 2.583 2.293 0.212
H 1.022 1.569 -0.440
N 0.499 0.012 2.175
H 0.072 0.919 2.518
H 0.667 -0.672 2.910
H -0.194 -0.365 1.533
*
```

## Properties
HOMO level	-9.59	eV
LUMO	0.0334	hartree
orbital gap	10.5	eV
ΔE to the lowest compared entry with this formula, charge and spin	636.5	kJ/mol
structure (SMILES)	COON.C=O.N


# C2ErF3MgNO4S2

A structure of composition C2ErF3MgNO4S2 at a distorted geometry (ωB97M-V/def2-TZVPD, OMol25).

Structure (ORCA input):
```
! wB97M-V def2-TZVPD RIJCOSX def2/J DEFGRID3
* xyz 2 5
O 3.334 0.456 -1.358
C 2.876 -0.612 -1.720
O 2.431 -1.197 -2.714
Mg 1.499 -2.482 -0.996
Er 0.683 1.304 -1.769
N -0.313 -1.253 0.358
S -0.953 -0.925 -1.291
S -0.194 0.005 1.298
O 0.188 1.260 0.550
O 0.574 -0.283 2.498
C -1.915 0.453 1.891
F -2.628 0.953 0.899
F -2.502 -0.634 2.357
F -1.815 1.351 2.854
*
```

## Properties
HOMO level (alpha / beta)	-16.72 / -16.69	eV
LUMO (alpha / beta)	-0.3724 / -0.3860	hartree
orbital gap (alpha / beta)	6.6 / 6.2	eV
ΔE to the lowest compared entry with this formula, charge and spin	89.8	kJ/mol


# C22H31FNO14P

A cluster of 4 separate species, C22H31FNO14P in total at a distorted geometry (ωB97M-V/def2-TZVPD, OMol25).

Structure (ORCA input):
```
! wB97M-V def2-TZVPD RIJCOSX def2/J DEFGRID3
* xyz 0 1
C 2.621 -0.575 -1.113
C 1.073 -0.262 -1.315
O 0.387 -0.951 -0.236
C 0.842 1.293 -1.183
O -0.182 1.842 -2.044
C -1.315 1.049 -2.077
C -1.545 0.294 -3.346
C -2.719 -0.605 -3.469
C -3.625 -0.700 -2.304
C -3.422 0.065 -1.023
C -2.240 0.966 -0.888
P -1.902 1.914 0.695
O -1.332 3.330 0.494
C -4.488 -0.144 0.118
O -4.887 0.737 0.854
C -5.043 -1.609 0.212
F -5.318 -2.133 1.460
C -5.214 -2.328 -0.957
N -5.691 -3.710 -0.867
C -4.868 -1.665 -2.346
O -5.511 -1.866 -3.356
H 3.152 0.260 -0.565
H 2.711 -1.478 -0.440
H 3.168 -0.760 -2.074
H 0.755 -0.706 -2.294
H -0.413 -1.369 -0.594
H 1.799 1.825 -1.460
H 0.684 1.523 -0.085
H -0.838 0.372 -4.210
H -2.957 -1.233 -4.363
H -3.052 2.047 1.520
H -0.976 1.089 1.430
H -5.250 -4.051 0.002
H -5.152 -4.194 -1.603
C -3.544 -3.487 3.761
O -2.149 -3.783 3.808
C -1.696 -4.450 2.742
O -2.353 -4.797 1.793
O -0.387 -4.663 2.911
C 0.234 -5.369 1.838
H -3.800 -2.947 4.671
H -3.773 -2.852 2.907
H -4.132 -4.405 3.726
H 0.154 -4.805 0.908
H -0.204 -6.362 1.725
H 1.289 -5.482 2.085
C 8.323 -1.145 0.617
O 7.741 -1.179 1.919
C 6.425 -1.418 1.926
O 5.734 -1.598 0.957
O 6.011 -1.423 3.198
C 4.614 -1.668 3.356
H 9.386 -0.945 0.736
H 8.204 -2.108 0.117
H 7.883 -0.345 0.019
H 4.349 -2.651 2.966
H 4.028 -0.888 2.868
H 4.396 -1.648 4.423
C 0.276 9.137 -1.931
O 1.025 7.998 -1.513
C 0.335 6.847 -1.546
O -0.812 6.722 -1.887
O 1.145 5.870 -1.134
C 0.537 4.569 -1.116
H 0.931 10.004 -1.864
H -0.048 9.026 -2.967
H -0.581 9.297 -1.275
H 0.226 4.278 -2.119
H -0.305 4.543 -0.429
H 1.285 3.861 -0.768
*
```

## Properties
HOMO level	-9.52	eV
LUMO	-0.0555	hartree
orbital gap	8.0	eV
structure (SMILES)	C[C@@H](O)COc1ccc2c(c1[PH2]=O)C(=O)C(F)=C(N)C2=O.COC(=O)OC.COC(=O)OC.COC(=O)OC


# C33H32Cl5N4O3RbS2Te

A structure of composition C33H32Cl5N4O3RbS2Te (ωB97M-V/def2-TZVPD, OMol25).

Structure (ORCA input):
```
! wB97M-V def2-TZVPD RIJCOSX def2/J DEFGRID3
* xyz -2 1
Rb 0.515 0.397 -0.907
Cl -4.644 3.605 4.436
C -3.240 3.182 3.480
C -2.028 2.913 4.134
C -0.925 2.574 3.409
Cl 0.557 2.225 4.240
C -0.909 2.449 1.957
O 0.114 2.131 1.336
C -2.199 2.718 1.354
C -2.436 2.525 -0.058
O -1.659 2.105 -0.901
C -3.317 3.087 2.119
H -1.969 2.971 5.213
H -3.479 2.767 -0.364
H -4.257 3.271 1.612
C -3.370 -0.451 2.591
C -2.890 -1.415 3.669
C -3.869 -2.595 3.732
C -2.899 -0.669 5.012
C -1.478 -1.926 3.397
C -0.917 -2.873 4.271
C 0.368 -3.349 4.110
C 1.124 -2.877 3.047
S 2.751 -3.229 2.581
C 2.588 -2.100 1.207
N 1.425 -1.548 1.129
C 0.587 -1.943 2.150
C -0.713 -1.466 2.338
C 3.739 -1.872 0.317
C 4.884 -2.638 0.581
C 6.031 -2.476 -0.172
C 6.006 -1.533 -1.191
C 4.852 -0.801 -1.429
C 3.639 -0.907 -0.714
H -4.387 -0.124 2.818
H -3.370 -0.912 1.602
H -2.748 0.441 2.547
H -4.878 -2.234 3.941
H -3.598 -3.305 4.514
H -3.884 -3.132 2.782
H -3.897 -0.278 5.223
H -2.204 0.173 4.983
H -2.604 -1.324 5.834
H -1.502 -3.239 5.106
H 0.774 -4.071 4.807
H -1.090 -0.726 1.647
H 4.892 -3.376 1.377
H 6.916 -3.069 0.025
H 6.888 -1.378 -1.806
H 4.916 -0.096 -2.253
S 0.196 -2.018 -3.810
C 1.099 -0.744 -4.518
N 2.187 -0.298 -3.800
C 2.824 0.950 -4.012
C 2.617 1.355 -5.425
C 1.634 0.760 -6.130
N 0.812 -0.236 -5.700
H 2.400 -0.786 -2.933
H 3.880 0.864 -3.737
H 3.214 2.152 -5.847
H 1.455 1.087 -7.154
C 0.058 3.832 -5.499
Te -0.513 2.970 -3.622
C -2.561 3.556 -3.875
H -0.247 4.877 -5.531
H -0.378 3.277 -6.325
H 1.140 3.756 -5.561
H -2.960 3.130 -4.794
H -2.661 4.639 -3.890
H -3.107 3.149 -3.029
C 3.249 2.483 -2.197
O 2.298 1.988 -3.111
H 3.999 3.116 -2.693
H 3.751 1.673 -1.658
H 2.713 3.094 -1.468
Cl -0.767 -4.986 -2.212
C -1.551 -4.417 -0.737
Cl -3.216 -5.133 -0.611
Cl -0.619 -4.887 0.703
C -1.634 -2.971 -0.776
N -1.519 -1.835 -0.880
*
```

## Properties
HOMO level	-1.73	eV
LUMO	0.1357	hartree
orbital gap	5.4	eV
ΔE to the lowest compared entry with this formula, charge and spin	0.0	kJ/mol


# C3H8N4

The molecule C3H8N4 (ωB97M-V/def2-TZVPD, OMol25).

Structure (ORCA input):
```
! wB97M-V def2-TZVPD RIJCOSX def2/J DEFGRID3
* xyz 0 1
H 0.109 1.718 -1.391
N 0.895 1.561 -0.771
C 0.828 0.517 -0.062
N 1.921 0.137 0.680
N -0.252 -0.390 0.026
C 0.000 -1.808 -0.160
N -1.544 -0.065 -0.127
C -2.006 1.105 0.015
H 2.645 0.838 0.696
H 1.741 -0.313 1.563
H -0.819 -2.362 0.295
H 0.049 -2.061 -1.223
H 0.941 -2.083 0.309
H -1.435 2.002 0.242
H -3.073 1.204 -0.092
*
```

## Properties
HOMO level	-8.65	eV
LUMO	0.0368	hartree
orbital gap	9.7	eV
ΔE to the lowest compared entry with this formula, charge and spin	187.2	kJ/mol
structure (SMILES)	[H]/N=C(/N)N(C)N=C


# C7H9FN2O5Pd

A structure of composition C7H9FN2O5Pd at a distorted geometry (ωB97M-V/def2-TZVPD, OMol25).

Structure (ORCA input):
```
! wB97M-V def2-TZVPD RIJCOSX def2/J DEFGRID3
* xyz 2 1
C 2.137 -1.012 1.431
C 0.999 -1.092 0.450
O 0.114 -1.900 0.548
N 1.043 -0.151 -0.676
C 1.868 -0.736 -1.757
C 1.413 1.140 -0.272
O 2.263 1.817 -0.727
O 0.560 1.531 0.751
C -0.671 2.085 0.293
C -1.801 1.293 0.860
O -2.602 1.559 1.676
N -1.919 -0.134 0.307
C -2.665 -0.400 -0.743
O -3.490 -1.354 -0.843
F -2.515 0.365 -1.752
H 1.739 -0.723 2.404
H 2.896 -0.293 1.137
H 2.591 -1.998 1.510
H 2.866 -0.987 -1.395
H 1.951 -0.005 -2.557
H 1.361 -1.626 -2.120
H -0.761 3.111 0.650
H -0.736 2.061 -0.795
H -1.948 -0.852 1.031
Pd -4.694 -1.699 0.591
*
```

## Properties
HOMO level	-16.82	eV
LUMO	-0.5076	hartree
orbital gap	3.0	eV


# C4H8NO2

A structure of composition C4H8NO2 at a distorted geometry (ωB97M-V/def2-TZVPD, OMol25).

Structure (ORCA input):
```
! wB97M-V def2-TZVPD RIJCOSX def2/J DEFGRID3
* xyz -1 1
O -2.591 0.153 -0.875
C -1.501 -0.637 -0.761
C -0.166 0.091 -0.107
C -0.853 0.907 0.971
N 0.876 -0.929 0.199
C 2.086 -0.556 -0.031
O 2.665 0.571 -0.675
H -1.685 -1.447 -0.044
H -1.228 -1.179 -1.710
H -0.634 1.940 0.879
H -1.892 0.694 0.866
H -0.428 0.371 1.929
H 0.244 0.564 -1.016
H 2.934 -1.257 0.071
H 2.172 0.713 0.304
*
```

## Properties
HOMO level	-2.44	eV
LUMO	0.1316	hartree
orbital gap	6.0	eV
ΔE to the lowest compared entry with this formula, charge and spin	572.3	kJ/mol


# C5H8O

The molecule C5H8O (ωB97M-V/def2-TZVPD, OMol25).

Structure (ORCA input):
```
! wB97M-V def2-TZVPD RIJCOSX def2/J DEFGRID3
* xyz 0 1
C 0.199 1.508 -0.310
C 1.247 0.779 0.060
C 1.323 -0.725 0.195
O 0.139 -1.459 0.514
C -1.008 -1.172 -0.184
C -1.884 -0.300 0.299
H -0.664 0.970 -0.653
H 0.192 2.591 -0.286
H 2.193 1.281 0.245
H 1.992 -0.946 1.034
H 1.785 -1.137 -0.714
H -1.138 -1.676 -1.145
H -2.706 0.088 -0.294
H -1.672 0.199 1.240
*
```

## Properties
HOMO level	-9.12	eV
LUMO	0.0398	hartree
orbital gap	10.2	eV
ΔE to the lowest compared entry with this formula, charge and spin	269.3	kJ/mol
structure (SMILES)	C=CCOC=C


# C19H31N3O4

The molecule C19H31N3O4 (ωB97M-V/def2-TZVPD, OMol25).

Structure (ORCA input):
```
! wB97M-V def2-TZVPD RIJCOSX def2/J DEFGRID3
* xyz 0 1
C 3.723 1.584 -3.651
C 2.758 2.480 -3.466
C 1.537 2.552 -4.337
C 2.800 3.476 -2.338
C 1.813 3.144 -1.220
O 1.139 3.995 -0.668
N 1.770 1.834 -0.883
C 0.931 1.347 0.206
C -0.540 1.211 -0.228
C -0.846 -0.137 -0.886
C 0.064 -0.457 -2.085
C 1.271 -1.200 -1.467
C 0.986 -1.205 0.040
C 1.472 0.036 0.807
C 2.982 0.042 1.006
N -0.483 -1.212 0.048
C -1.122 -1.651 1.172
O -0.486 -2.129 2.096
C -2.678 -1.684 1.209
C -3.367 -0.317 1.125
C -3.163 -2.582 0.068
N -3.075 -2.339 2.450
C -2.734 -1.797 3.663
O -2.480 -0.638 3.887
O -2.782 -2.751 4.615
C -2.462 -2.290 5.928
H 4.605 1.570 -3.021
H 3.671 0.855 -4.450
H 1.525 3.494 -4.889
H 1.500 1.731 -5.051
H 0.626 2.534 -3.732
H 3.799 3.517 -1.898
H 2.542 4.476 -2.685
H 2.349 1.201 -1.409
H 0.976 2.121 0.974
H -1.173 1.313 0.656
H -0.788 2.037 -0.896
H -1.893 -0.193 -1.169
H -0.462 -1.104 -2.786
H 0.347 0.448 -2.620
H 1.306 -2.228 -1.829
H 2.234 -0.754 -1.718
H 1.355 -2.099 0.537
H 1.009 -0.051 1.794
H 3.530 -0.014 0.063
H 3.304 0.949 1.519
H 3.282 -0.815 1.610
H -3.327 0.095 0.120
H -4.415 -0.461 1.386
H -2.944 0.392 1.830
H -2.889 -2.163 -0.899
H -2.718 -3.577 0.140
H -4.248 -2.678 0.115
H -2.972 -3.343 2.444
H -2.538 -3.161 6.572
H -1.452 -1.884 5.953
H -3.163 -1.519 6.246
*
```

## Properties
HOMO level	-9.21	eV
LUMO	0.0224	hartree
orbital gap	9.8	eV
ΔE to the lowest compared entry with this formula, charge and spin	13.5	kJ/mol
structure (SMILES)	C=C(C)CC(=O)N[C@H]1C[C@H]2CC[C@@H]([C@H]1C)N2C(=O)C(C)(C)NC(=O)OC


# H18O9

A cluster of 9 separate species, H18O9 in total at a distorted geometry (ωB97M-V/def2-TZVPD, OMol25).

Structure (ORCA input):
```
! wB97M-V def2-TZVPD RIJCOSX def2/J DEFGRID3
* xyz 0 1
O 22.236 17.645 75.742
H 22.641 18.047 74.943
H 21.313 17.869 75.481
O 19.725 18.457 74.644
H 19.545 19.344 74.521
H 20.091 18.062 73.935
O 21.470 20.266 71.861
H 22.085 19.561 72.256
H 20.636 20.653 72.304
O 18.984 15.176 72.638
H 17.964 15.523 72.768
H 19.388 14.933 73.389
O 21.719 16.272 69.276
H 20.814 16.297 69.242
H 21.886 17.173 69.292
O 20.993 17.369 72.290
H 21.818 17.040 72.272
H 20.322 16.611 72.506
O 18.619 18.518 70.295
H 19.487 18.569 70.802
H 18.876 17.556 69.951
O 22.879 15.323 71.596
H 22.310 15.314 70.829
H 23.590 15.904 71.231
O 19.850 13.053 71.286
H 20.547 12.883 70.607
H 19.553 13.893 71.681
*
```

## Properties
HOMO level	-11.04	eV
LUMO	-0.0113	hartree
orbital gap	10.7	eV
ΔE to the lowest compared entry with this formula, charge and spin	450.5	kJ/mol
structure (SMILES)	O.O.O.O.O.O.O.O.O


# C9H17NO7

The molecule C9H17NO7 at a distorted geometry (ωB97M-V/def2-TZVPD, OMol25).

Structure (ORCA input):
```
! wB97M-V def2-TZVPD RIJCOSX def2/J DEFGRID3
* xyz 0 1
C 3.427 3.575 -1.657
C 3.015 2.622 -0.552
C 2.315 1.349 -1.067
O 2.485 0.900 -2.189
N 1.400 0.726 -0.227
C 0.506 -0.369 -0.611
O -0.042 0.045 -1.864
C 1.344 -1.666 -0.712
O 1.958 -2.174 0.228
C -0.593 -0.541 0.474
O -0.864 0.700 1.103
C -1.954 -1.221 -0.023
O -2.515 -0.410 -1.061
C -3.019 -1.422 1.090
O -3.418 -0.131 1.562
C -2.564 -2.320 2.262
O -1.959 -3.541 1.791
H 2.531 3.902 -2.209
H 3.821 4.489 -1.176
H 4.090 3.133 -2.387
H 2.305 3.130 0.145
H 3.961 2.296 -0.058
H 1.132 1.263 0.577
H 0.681 0.532 -2.301
H 1.523 -2.100 -1.670
H -0.133 -1.194 1.215
H -1.706 0.631 1.644
H -1.681 -2.199 -0.441
H -1.770 -0.165 -1.639
H -3.888 -1.934 0.668
H -3.852 0.321 0.812
H -3.368 -2.557 2.981
H -1.800 -1.796 2.829
H -1.368 -3.874 2.462
*
```

## Properties
HOMO level	-10.02	eV
LUMO	0.0204	hartree
orbital gap	10.6	eV
ΔE to the lowest compared entry with this formula, charge and spin	15.4	kJ/mol
structure (SMILES)	CCC(=O)N[C@@](O)(C=O)[C@@H](O)[C@H](O)[C@H](O)CO


# C9H9N3O5V

A structure of composition C9H9N3O5V at a distorted geometry (ωB97M-V/def2-TZVPD, OMol25).

Structure (ORCA input):
```
! wB97M-V def2-TZVPD RIJCOSX def2/J DEFGRID3
* xyz 2 4
V -0.030 0.032 0.222
C -0.415 0.733 1.937
O -0.646 1.163 3.002
C 1.798 -0.502 0.509
O 2.938 -0.711 0.624
C 0.644 1.652 -0.867
O 1.474 2.388 -1.227
C -0.840 -1.615 -0.235
O -1.336 -2.640 -0.519
H 0.563 -1.095 -2.727
H 1.221 -1.305 -2.430
C -3.250 3.468 -2.449
N -3.276 2.390 -1.471
C -4.476 2.001 -0.954
C -4.515 1.001 -0.036
C -3.284 0.456 0.414
N -2.113 0.821 -0.148
C -2.119 1.770 -1.106
O -1.045 2.142 -1.680
N -3.306 -0.444 1.411
H -2.623 4.302 -2.117
H -4.277 3.823 -2.543
H -2.923 3.110 -3.431
H -5.319 2.567 -1.359
H -5.466 0.667 0.363
H -4.194 -0.701 1.822
H -2.478 -0.859 1.822
*
```

## Properties
HOMO level (alpha / beta)	-16.77 / -16.76	eV
LUMO (alpha / beta)	-0.3678 / -0.3688	hartree
orbital gap (alpha / beta)	6.8 / 6.7	eV
ΔE to the lowest compared entry with this formula, charge and spin	31.9	kJ/mol


Number 1: M 110.11 g/mol. Number 2: M 414.72 g/mol. Number 3: M 583.46 g/mol. Number 4: M 987.11 g/mol. Number 5: M 100.12 g/mol. Number 6: M 326.58 g/mol. Number 7: M 102.11 g/mol. Number 8: M 84.12 g/mol. Number 9: M 365.47 g/mol. Number 10: M 162.14 g/mol. Number 11: M 251.24 g/mol. Number 12: M 290.13 g/mol.